Entry 1:
ORCA calculation (ωB97M-V with the def2-TZVPD basis set) on a cluster of 4 separate species, C4H18NO3 in total at a distorted geometry.

ORCA input file:
```
! RIJCOSX wB97M-V def2-TZVPD def2/J DEFGRID3
* xyz 1 1
C 1.192 0.497 -0.548
C 1.106 1.425 0.670
C 2.349 2.139 0.849
C -0.191 2.301 0.728
N 0.473 -0.884 -0.442
H 0.808 1.104 -1.422
H 2.172 0.477 -0.984
H 1.057 0.877 1.668
H 2.731 2.615 -0.189
H 2.097 2.794 1.713
H 3.287 1.565 0.994
H -1.115 1.619 0.800
H -0.378 2.630 -0.250
H -0.373 3.242 1.384
H -0.529 -0.676 -0.091
H 0.394 -1.320 -1.348
H 0.970 -1.433 0.228
H -1.179 -2.431 -1.985
H -0.508 -3.840 -1.636
O -0.525 -2.983 -1.421
H -1.204 -3.355 1.634
H -2.526 -3.041 0.902
O -1.722 -2.562 1.420
H -3.152 0.470 -0.822
H -2.774 -1.059 -0.881
O -2.460 -0.171 -0.970
*
```

Values from the calculation:
HOMO: -14.056 eV
energy relative to the best compared isomer or geometry (same formula, charge and spin): 272.58 kJ/mol
E_tot: -443.3637 a.u.
Kohn-Sham gap: 10.8 eV



Entry 2:
ORCA calculation (ωB97M-V with the def2-TZVPD basis set) on a structure of composition C30H29AsF3MnN3O2S3 at a distorted geometry.

ORCA input file:
```
! RIJCOSX wB97M-V def2-TZVPD def2/J DEFGRID3
* xyz 1 5
Mn 0.590 0.060 -0.077
F -1.034 -3.580 3.726
C -1.499 -2.416 4.109
F -2.759 -2.285 3.600
F -1.672 -2.480 5.439
C -0.595 -1.279 3.765
C 0.096 -0.578 4.733
C 0.957 0.456 4.390
C 0.978 0.811 3.064
N 0.342 0.136 2.102
C -0.414 -0.934 2.405
S -0.970 -1.811 0.991
H -0.007 -0.843 5.764
H 1.531 1.024 5.095
H 1.500 1.708 2.770
O 2.278 -0.400 0.360
C 3.429 0.036 -0.058
C 4.558 -0.725 0.131
C 5.861 -0.289 -0.070
C 6.041 1.012 -0.578
C 4.949 1.842 -0.757
C 3.649 1.368 -0.550
C 2.514 2.313 -0.563
N 1.247 2.050 -0.295
C 0.609 3.249 -0.141
C 1.473 4.257 -0.336
N 2.651 3.656 -0.690
H 4.480 -1.723 0.541
H 6.728 -0.920 0.118
H 7.050 1.366 -0.785
H 5.183 2.860 -1.070
H -0.440 3.260 0.095
H 1.310 5.300 -0.323
H 3.503 4.146 -0.886
C 3.567 -3.099 -2.559
As 1.806 -2.877 -1.752
C 0.617 -4.313 -2.380
C 2.132 -3.363 0.085
S 0.834 -1.046 -2.225
H 4.155 -3.686 -1.839
H 4.090 -2.136 -2.723
H 3.490 -3.695 -3.481
H 1.153 -5.262 -2.231
H 0.286 -4.167 -3.401
H -0.219 -4.333 -1.646
H 2.575 -4.367 0.144
H 1.212 -3.379 0.649
H 2.828 -2.703 0.557
O -1.090 0.849 -0.649
S -2.453 0.718 0.137
C -3.466 -0.374 -0.821
C -4.487 -1.048 -0.128
C -5.314 -1.935 -0.826
C -5.113 -2.131 -2.187
C -4.105 -1.469 -2.849
C -3.256 -0.591 -2.151
C -3.073 2.339 -0.253
C -3.705 2.966 0.821
C -4.186 4.265 0.623
C -4.085 4.876 -0.623
C -3.550 4.162 -1.706
C -3.019 2.914 -1.523
H -4.620 -0.859 0.942
H -6.122 -2.440 -0.295
H -5.781 -2.823 -2.730
H -3.930 -1.650 -3.905
H -2.384 -0.132 -2.624
H -3.745 2.489 1.782
H -4.603 4.769 1.486
H -4.455 5.887 -0.759
H -3.538 4.654 -2.662
H -2.562 2.345 -2.317
*
```

Values from the calculation:
HOMO (alpha / beta): -10.280 / -10.320 eV
energy relative to the best compared isomer or geometry (same formula, charge and spin): 11.10 kJ/mol
<S²>: 6.048
E_tot: -6356.1689 a.u.
Kohn-Sham gap (alpha / beta): 6.8 / 7.9 eV



Entry 3:
ORCA calculation (ωB97M-V with the def2-TZVPD basis set) on a structure of composition C22H30BrIN3O4PRhS3 at a distorted geometry.

ORCA input file:
```
! RIJCOSX wB97M-V def2-TZVPD def2/J DEFGRID3
* xyz -1 1
Rh 0.027 -0.288 0.847
C -3.477 -4.222 1.087
S -2.420 -4.151 -0.367
C -1.406 -2.767 -0.053
S -1.566 -1.857 1.404
N -0.519 -2.590 -1.005
N 0.239 -1.494 -0.770
C 1.110 -1.146 -1.630
C 1.967 -0.020 -1.269
C 3.029 0.399 -2.058
C 3.858 1.408 -1.604
C 3.607 1.981 -0.369
C 2.516 1.532 0.352
N 1.718 0.562 -0.087
H -4.189 -5.023 0.886
H -4.005 -3.280 1.216
H -2.898 -4.447 1.980
H 1.211 -1.699 -2.558
H 3.188 -0.082 -3.016
H 4.695 1.746 -2.204
H 4.229 2.774 0.024
H 2.242 1.957 1.310
S 0.246 0.629 2.815
Br 2.652 5.431 -1.812
C 1.815 6.011 -0.209
C 2.328 7.154 0.392
C 1.764 7.629 1.565
C 0.692 6.955 2.134
C 0.188 5.816 1.528
C 0.736 5.327 0.343
I -0.115 3.604 -0.474
H 3.168 7.663 -0.064
H 2.165 8.519 2.032
H 0.248 7.313 3.054
H -0.639 5.279 1.977
C -2.506 3.350 -3.816
C -1.667 2.078 -3.859
C -0.311 2.363 -4.487
C -2.393 0.972 -4.619
O -1.347 1.665 -2.514
P -2.221 0.764 -1.494
O -2.446 -0.601 -2.004
O -1.536 0.993 -0.160
O -3.588 1.623 -1.483
C -4.573 1.535 -0.429
C -4.738 0.102 0.072
C -4.145 2.460 0.705
C -5.862 2.022 -1.070
H -2.667 3.717 -4.834
H -1.988 4.120 -3.239
H -3.471 3.156 -3.346
H -0.434 2.674 -5.528
H 0.311 1.465 -4.453
H 0.200 3.157 -3.935
H -2.542 1.284 -5.657
H -3.365 0.762 -4.167
H -1.814 0.048 -4.595
H -3.819 -0.259 0.541
H -4.977 -0.569 -0.756
H -5.541 0.070 0.812
H -3.182 2.136 1.106
H -4.892 2.443 1.505
H -4.043 3.485 0.336
H -6.160 1.346 -1.875
H -5.715 3.020 -1.490
H -6.662 2.066 -0.327
*
```

Values from the calculation:
HOMO (alpha / beta): -4.209 / -4.162 eV
energy relative to the best compared isomer or geometry (same formula, charge and spin): 74.17 kJ/mol
E_tot: -5839.9380 a.u.
Kohn-Sham gap (alpha / beta): 6.4 / 6.4 eV